(1)
Entry from the Open Molecules 2025 dataset: one molecule with the formula C20H30N2O2 (ωB97M-V/def2-TZVPD).

Geometry as XYZ:
```
54
Properties=species:S:1:pos:R:3:nbo_charge:R:1
C -0.97 -2.09 5.58 -0.606
C -1.45 -2.11 4.13 -0.024
C -2.98 -2.10 4.09 -0.630
N -0.79 -1.04 3.40 -0.477
C -1.39 0.28 3.48 -0.222
C -0.37 1.34 3.07 -0.205
N 0.11 1.04 1.74 -0.452
C 0.97 2.08 1.18 -0.235
C 1.18 1.82 -0.29 -0.032
C 0.08 1.62 -1.11 -0.162
C 0.25 1.34 -2.45 -0.181
C 1.53 1.26 -3.00 -0.136
C 1.70 0.98 -4.38 -0.031
C 1.88 0.72 -5.54 0.018
C 2.01 0.48 -6.96 -0.508
C 1.53 1.70 -7.76 -0.040
O 0.16 1.96 -7.56 -0.714
C 2.63 1.47 -2.18 -0.169
C 2.46 1.74 -0.83 -0.205
C 0.77 -0.25 1.76 -0.239
C -0.26 -1.34 2.08 -0.020
C -1.31 -1.43 0.96 -0.463
C -0.77 -2.10 -0.31 -0.054
O -1.75 -2.21 -1.31 -0.714
H -1.31 -1.19 6.09 0.197
H 0.12 -2.10 5.61 0.215
H -1.34 -2.95 6.12 0.204
H -1.11 -3.05 3.68 0.193
H -3.36 -2.99 4.58 0.214
H -3.38 -1.23 4.62 0.203
H -3.36 -2.08 3.07 0.209
H -2.28 0.37 2.85 0.170
H -1.68 0.46 4.52 0.204
H 0.45 1.36 3.80 0.164
H -0.86 2.32 3.06 0.198
H 1.94 2.15 1.70 0.172
H 0.45 3.03 1.30 0.210
H -0.91 1.68 -0.68 0.214
H -0.61 1.18 -3.09 0.215
H 1.41 -0.40 -7.24 0.238
H 3.06 0.28 -7.20 0.235
H 2.13 2.58 -7.48 0.160
H 1.65 1.52 -8.83 0.182
H 0.00 2.04 -6.62 0.471
H 3.63 1.42 -2.60 0.221
H 3.32 1.89 -0.20 0.213
H 1.57 -0.28 2.52 0.177
H 1.22 -0.44 0.78 0.210
H 0.26 -2.30 2.16 0.200
H -1.64 -0.42 0.71 0.210
H -2.16 -2.01 1.30 0.208
H -0.46 -3.12 -0.09 0.173
H 0.10 -1.55 -0.69 0.158
H -2.06 -1.32 -1.53 0.461
```

structure (SMILES)	CC(C)N1CCN(Cc2ccc(C#CCCO)cc2)C[C@@H]1CCO
charge	0
frontier orbital gap	8.839	eV
highest occupied orbital energy	-8.156	eV

=====

(2)
Entry from the Open Molecules 2025 dataset: C47H46N8PTc as an isolated structure at a distorted geometry (ωB97M-V/def2-TZVPD).

Geometry as XYZ:
```
103
Properties=species:S:1:pos:R:3:mulliken_spin:R:1
Tc -0.88 -0.77 0.79 2.658
C 4.49 -3.93 -1.46 0.004
C 4.63 -4.23 -0.07 0.013
C 3.68 -3.83 0.81 -0.008
C 2.57 -3.10 0.32 0.003
C 1.45 -2.62 1.01 0.034
N 1.18 -2.94 2.31 0.000
C 0.21 -2.54 3.00 0.030
C -0.16 -3.01 4.34 -0.001
C 0.37 -4.01 5.14 -0.007
C -0.25 -4.25 6.35 0.013
C -1.37 -3.52 6.76 -0.005
C -1.90 -2.52 5.95 0.013
C -1.27 -2.29 4.74 0.001
C -1.60 -1.36 3.66 0.010
N -2.60 -0.49 3.74 0.014
C -3.03 0.16 2.68 0.021
N -2.62 0.01 1.40 0.026
C -3.50 0.73 0.54 0.031
N -3.52 0.67 -0.72 0.005
C -2.65 -0.06 -1.50 0.003
N -1.39 -0.52 -1.17 0.001
C -0.88 -1.15 -2.26 0.006
N 0.55 -1.58 -2.39 -0.010
C 1.23 -2.01 -1.12 -0.016
N 0.64 -1.95 0.10 0.037
C 2.43 -2.75 -1.05 0.007
C 3.43 -3.23 -1.95 0.003
C -1.78 -1.07 -3.34 0.006
C -1.84 -1.48 -4.72 0.000
C -2.96 -1.22 -5.44 0.009
C -4.09 -0.54 -4.89 0.012
C -4.06 -0.12 -3.60 -0.002
C -2.91 -0.37 -2.82 0.024
C -4.44 1.47 1.40 0.002
C -5.46 2.35 1.11 -0.002
C -6.17 2.88 2.17 0.011
C -5.88 2.53 3.49 -0.003
C -4.86 1.63 3.78 0.014
C -4.15 1.12 2.72 0.007
N -0.72 -1.53 2.64 -0.011
H 5.24 -4.29 -2.15 0.000
H 5.49 -4.79 0.27 0.000
H 3.74 -4.06 1.87 -0.001
H 1.23 -4.59 4.82 0.000
H 0.13 -5.03 7.00 0.000
H -1.83 -3.74 7.71 0.000
H -2.77 -1.95 6.25 0.001
H 3.39 -3.05 -3.01 -0.001
H -1.02 -1.97 -5.22 0.000
H -2.99 -1.54 -6.47 0.000
H -4.96 -0.37 -5.51 0.001
H -4.89 0.42 -3.15 -0.001
H -5.69 2.61 0.08 0.000
H -6.97 3.58 1.98 0.000
H -6.45 2.97 4.30 0.000
H -4.63 1.34 4.80 0.000
C 1.38 2.59 -4.30 0.000
C 0.78 2.44 -2.90 -0.004
C -0.75 2.36 -2.96 0.001
P 1.44 1.05 -1.86 0.036
C 3.26 1.39 -1.79 -0.003
C 3.91 0.43 -0.78 0.001
C 3.49 2.84 -1.35 -0.002
C 1.29 -0.34 -3.09 0.001
C 0.55 -2.78 -3.31 0.005
C 2.57 -0.69 -3.83 0.001
H 1.03 3.51 -4.76 0.000
H 1.08 1.77 -4.96 0.000
H 2.48 2.63 -4.28 0.000
H 1.04 3.32 -2.32 0.001
H -1.08 1.51 -3.57 0.000
H -1.15 3.26 -3.42 0.000
H -1.18 2.26 -1.96 -0.002
H 3.73 1.25 -2.77 0.000
H 3.42 0.52 0.20 0.001
H 4.96 0.68 -0.65 0.000
H 3.84 -0.61 -1.08 0.001
H 2.87 3.08 -0.48 0.002
H 3.26 3.56 -2.14 0.000
H 4.53 2.98 -1.06 0.000
H 0.54 -0.03 -3.81 0.001
H 1.46 -3.34 -3.19 0.002
H 0.47 -2.44 -4.33 0.001
H -0.31 -3.39 -3.05 -0.005
H 3.43 -0.81 -3.18 -0.001
H 2.77 0.16 -4.49 0.000
H 2.47 -1.57 -4.47 0.000
C 0.26 3.13 3.91 0.020
C 0.98 3.06 2.54 0.014
C 2.49 2.93 2.76 0.018
C 0.65 4.33 1.74 0.021
C 0.48 1.87 1.83 0.102
C 0.07 0.87 1.28 -0.147
H 0.66 3.96 4.49 0.000
H 0.41 2.20 4.47 -0.002
H -0.81 3.28 3.77 -0.003
H 2.85 3.79 3.33 0.000
H 3.02 2.91 1.81 -0.003
H 2.73 2.03 3.32 -0.003
H 0.88 5.21 2.34 0.000
H -0.41 4.36 1.48 -0.003
H 1.23 4.38 0.82 -0.002
```

spin multiplicity	4
<S²>	3.79
charge	+1
frontier orbital gap (spin up / spin down)	5.678 / 4.870	eV
highest occupied orbital energy (spin up / spin down)	-9.539 / -9.515	eV

=====

(3)
Entry from the Open Molecules 2025 dataset: a 2-piece molecular cluster, CH4IN3 overall at a distorted geometry (ωB97M-V/def2-TZVPD).

Geometry as XYZ:
```
9
Properties=species:S:1:pos:R:3:nbo_charge:R:1
C 1.17 -0.44 -0.78 -0.489
N 1.11 -0.34 0.61 -0.124
N 0.37 0.06 1.41 -0.062
N -1.82 0.80 0.21 -0.661
I -3.21 -0.25 1.22 0.329
H 0.96 -1.39 -1.18 0.239
H 2.25 -0.40 -1.18 0.221
H 0.59 0.45 -1.12 0.226
H -1.42 1.50 0.81 0.321
```

spin multiplicity	3
<S²>	2.01
charge	0
frontier orbital gap (spin up / spin down)	7.165 / 8.272	eV
highest occupied orbital energy (spin up / spin down)	-7.105 / -9.350	eV

=====

(4)
Entry from the Open Molecules 2025 dataset: C54H45Br2IN7OsP as an isolated structure at a distorted geometry (ωB97M-V/def2-TZVPD).

Geometry as XYZ:
```
111
Properties=species:S:1:pos:R:3:mulliken_spin:R:1
Os -0.42 -2.14 1.30 2.841
C 1.64 4.18 0.55 0.001
N 1.31 3.04 -0.26 0.039
C 0.83 1.80 0.30 0.169
N 0.43 1.02 -0.64 -0.056
C 0.68 1.63 -1.83 0.182
C 1.21 2.95 -1.59 0.164
C 1.55 4.02 -2.50 0.029
C 2.71 4.78 -2.28 0.040
C 3.05 5.83 -3.11 -0.013
C 2.21 6.10 -4.19 0.047
C 1.07 5.35 -4.44 -0.020
C 0.72 4.35 -3.59 0.057
C 0.61 0.90 -3.07 0.083
C -0.10 -0.33 -3.03 -0.025
C -0.14 -1.13 -4.15 -0.061
C 0.44 -0.66 -5.34 0.136
C 1.14 0.55 -5.41 -0.044
C 1.23 1.33 -4.27 0.123
P 0.60 1.36 2.13 -0.011
C 1.61 -0.12 2.04 0.038
N 1.45 -1.20 1.26 -0.155
C 2.72 -1.78 1.13 0.080
C 3.60 -1.05 1.85 -0.018
N 2.89 -0.03 2.47 0.025
C 3.45 0.94 3.41 0.004
C 5.08 -1.19 1.97 0.002
C 5.91 -0.95 0.86 0.000
C 7.26 -1.16 0.99 0.000
C 7.85 -1.53 2.19 0.000
C 7.02 -1.70 3.31 0.000
C 5.64 -1.53 3.19 0.001
C 3.04 -2.82 0.11 -0.020
C 3.81 -3.95 0.39 0.005
C 4.05 -4.88 -0.62 0.001
C 3.57 -4.68 -1.89 0.001
C 2.85 -3.52 -2.18 -0.009
C 2.61 -2.58 -1.19 0.038
C -1.10 0.87 1.89 0.103
N -1.63 -0.08 1.16 -0.155
C -2.99 0.20 1.12 0.041
C -3.26 1.34 1.81 0.002
N -2.04 1.76 2.33 0.017
C -1.84 2.87 3.22 0.001
C -4.51 2.09 1.93 0.003
C -5.26 2.19 3.10 -0.001
C -6.38 3.00 3.17 0.000
C -6.83 3.68 2.02 0.000
C -6.10 3.54 0.86 -0.001
C -4.97 2.76 0.79 0.001
C -4.00 -0.47 0.25 0.013
C -5.29 -0.67 0.69 0.000
C -6.23 -1.28 -0.14 0.000
C -5.88 -1.61 -1.43 0.001
C -4.62 -1.28 -1.92 0.006
C -3.70 -0.66 -1.10 0.018
H 1.01 4.22 1.45 -0.006
H 1.51 5.08 -0.04 0.003
H 2.68 4.12 0.85 0.002
H 3.38 4.47 -1.50 -0.002
H 3.93 6.45 -2.96 0.001
H 2.49 6.94 -4.88 0.001
H 0.43 5.54 -5.30 0.000
H -0.20 3.82 -3.71 0.004
H -0.47 -0.61 -2.07 0.123
H -0.56 -2.12 -4.11 0.001
H 0.44 -1.30 -6.21 0.003
H 1.66 0.80 -6.33 0.002
H 1.81 2.23 -4.31 0.008
H 3.32 0.64 4.45 0.000
H 3.03 1.91 3.22 -0.002
H 4.53 0.97 3.23 0.000
H 5.43 -0.69 -0.09 0.000
H 7.91 -1.01 0.12 0.000
H 8.90 -1.72 2.24 0.000
H 7.42 -1.96 4.28 0.000
H 5.00 -1.75 4.03 0.000
H 4.20 -4.11 1.39 0.000
H 4.68 -5.70 -0.40 0.000
H 3.69 -5.43 -2.66 0.000
H 2.45 -3.34 -3.20 0.002
H 2.04 -1.67 -1.39 0.001
H -1.65 2.47 4.21 0.000
H -2.79 3.39 3.27 -0.001
H -1.08 3.56 2.89 0.001
H -4.97 1.67 4.00 0.000
H -6.90 3.12 4.11 0.000
H -7.69 4.31 2.08 0.000
H -6.44 4.06 -0.06 0.000
H -4.39 2.71 -0.16 0.000
H -5.57 -0.40 1.72 0.000
H -7.23 -1.50 0.22 0.000
H -6.55 -2.19 -2.09 0.000
H -4.37 -1.54 -2.94 0.000
H -2.69 -0.40 -1.47 -0.006
I -0.54 -5.57 2.32 0.019
C 0.47 -3.97 1.33 -0.113
H 0.58 -4.33 0.29 0.008
H 1.46 -3.98 1.77 -0.002
Br -3.38 -5.67 -2.17 0.000
C -3.36 -4.62 -0.63 0.012
C -4.40 -4.73 0.30 0.006
C -4.36 -3.92 1.43 -0.004
C -3.24 -3.14 1.64 -0.011
N -2.22 -3.12 0.79 -0.014
C -2.27 -3.82 -0.35 -0.010
H -5.21 -5.42 0.15 0.000
H -5.13 -3.97 2.17 0.001
H -3.12 -2.56 2.51 0.002
H -1.45 -3.74 -1.04 -0.043
Br -0.75 -1.92 3.94 0.292
```

spin multiplicity	5
<S²>	6.04
charge	+2
frontier orbital gap (spin up / spin down)	7.056 / 4.122	eV
highest occupied orbital energy (spin up / spin down)	-12.208 / -12.361	eV

=====

Calculated values (kcal per mole) of energy relative to the best compared isomer or geometry (same formula, charge and spin) for the records, taken in order: 95.0 3.1 0.0 0.0.
Calculated values (Ha) of calculated total energy for the records, taken in order: -1040.01244 -2678.58066 -502.28530 -8345.32577.